{"formula": "C12H35N3O5Ti", "method": "ωB97M-V with the def2-TZVPD basis set", "multiplicity": 5, "homo_lumo_gap_ha": [0.1648, 0.1788], "homo_ha": [-0.1484, -0.2885], "molar_mass_g_mol": 349.3, "de_lowest_kcal_mol": 9.4, "s_squared": 6.005, "charge": 0, "elements": ["Ti", "O", "H", "O", "H", "C", "C", "C", "O", "C", "N", "H", "H", "H", "H", "H", "H", "H", "H", "H", "H", "H", "C", "C", "C", "O", "C", "N", "H", "H", "H", "H", "H", "H", "H", "H", "H", "H", "H", "C", "C", "C", "O", "C", "N", "H", "H", "H", "H", "H", "H", "H", "H", "H", "H", "H"], "xyz": [[-2.0884, -0.6236, -0.8831], [-4.2939, -1.3028, -0.3933], [-4.6450, -1.4173, 0.5113], [-2.1617, -1.6222, -3.0108], [-1.2857, -1.8592, -3.3729], [0.4507, 1.6794, -2.1759], [-0.2177, 1.9267, -0.8336], [0.1010, 3.3194, -0.1035], [1.4861, 3.5681, 0.1317], [2.1999, 2.5871, 0.9038], [-1.6675, 1.8312, -1.0638], [0.0828, 0.7697, -2.6506], [1.5073, 1.6044, -1.9189], [0.3787, 2.5014, -2.8881], [0.0463, 1.1074, -0.1650], [-0.5158, 3.4973, 0.7775], [-0.2732, 4.1360, -0.7209], [2.4441, 1.6499, 0.4036], [1.7387, 2.3602, 1.8650], [3.1846, 2.9550, 1.1922], [-1.8002, 2.5854, -1.7223], [-2.1132, 2.1307, -0.2084], [1.9158, -1.7941, 0.1342], [1.5300, -1.7989, -1.3057], [2.1632, -2.8294, -2.3112], [1.8725, -2.4405, -3.6449], [2.5529, -3.2292, -4.5708], [0.1069, -1.8368, -1.3418], [1.4778, -0.9385, 0.6481], [2.9997, -1.7286, 0.2289], [1.5561, -2.7180, 0.5871], [1.8397, -0.8461, -1.7351], [1.7676, -3.8348, -2.1663], [3.2459, -2.8579, -2.1886], [2.3820, -2.8139, -5.5639], [2.3131, -4.2919, -4.6074], [3.6188, -3.2242, -4.3426], [-0.1137, -2.8181, -1.2500], [-0.0669, -1.7193, -2.3298], [-1.4265, -1.3748, 2.3550], [-2.1911, -0.0600, 2.5833], [-1.1995, 1.0700, 3.0700], [-0.8751, 0.8527, 4.4539], [-0.0943, 1.9519, 4.9703], [-2.8138, 0.3725, 1.3009], [-0.4373, -1.3629, 1.8974], [-2.0241, -1.9012, 1.6108], [-1.2018, -1.9246, 3.2690], [-2.9808, -0.0638, 3.3347], [-1.7391, 1.9945, 2.8645], [-0.2763, 1.1019, 2.4915], [0.2269, 1.8426, 6.0062], [-0.6327, 2.8992, 5.0006], [0.8105, 2.1174, 4.3856], [-3.4201, 1.1217, 1.6029], [-3.4440, -0.3011, 0.8894]], "atomic_forces_ev_per_a": [[-1.43, 0.07, 0.41], [1.20, 0.34, 0.41], [-0.01, -0.25, -0.80], [-0.44, -0.07, -0.17], [-0.15, -0.13, -0.44], [1.09, 0.63, 0.76], [-0.40, 0.96, 0.59], [0.48, -0.99, -1.11], [0.25, -0.67, 0.30], [0.06, 0.35, 0.28], [0.72, 0.22, 0.26], [0.02, -0.04, 0.19], [0.27, -0.28, -0.53], [-0.29, 0.16, 0.08], [0.11, -0.07, 0.18], [0.11, -0.82, 0.68], [0.44, 0.06, -0.61], [-0.56, -0.13, -0.47], [-0.55, -0.04, -0.05], [-0.09, 0.67, -0.34], [-0.79, -0.06, -0.50], [-0.47, -0.18, 0.21], [1.08, -0.68, 0.22], [1.43, 0.68, -1.13], [-0.13, 0.47, 0.83], [-0.69, 0.26, 0.69], [0.77, -0.09, -0.65], [-1.35, -0.19, -1.22], [-0.13, -0.09, -0.13], [0.08, -0.14, 0.24], [0.10, 0.01, 0.37], [0.00, 0.27, -0.04], [-0.06, -0.29, 0.32], [0.22, -0.02, 0.17], [0.04, 0.04, 0.10], [-0.68, -0.14, 0.33], [0.33, 0.26, -0.15], [-0.57, -0.41, 0.64], [-0.19, 0.35, -0.28], [-0.51, -0.22, 0.20], [1.99, 0.74, -0.45], [-0.93, -1.04, 0.10], [0.26, 1.25, -0.08], [-0.17, -0.03, -0.15], [1.37, 0.87, 1.25], [0.00, 1.11, -0.24], [-0.09, -0.82, 0.41], [-0.73, -0.19, 0.14], [0.21, -0.75, 0.35], [0.07, 0.58, 0.54], [0.09, -0.20, -0.28], [-0.22, -0.89, -0.04], [-0.45, 0.04, -0.44], [0.10, -0.13, -0.26], [-0.23, 0.49, -0.56], [-0.60, -0.84, -0.13]]}